{"formula": "C4H4O2", "method": "wB97M-V/def2-TZVPD", "species": ["C", "C", "C", "C", "O", "O", "H", "H", "H", "H"], "positions_angstrom": [[1.20812, -0.84284, -1.61137], [2.09072, -1.56719, -2.50738], [0.51457, 0.04914, -0.87292], [-0.21695, -0.14179, 0.38097], [2.98240, -1.65800, -3.27277], [1.75207, -2.11876, -1.37173], [0.26127, 0.83137, -1.52100], [0.05708, 0.50426, 1.19970], [-0.25188, -1.17080, 0.59606], [-1.21043, 0.17939, 0.02566]], "forces_ev_per_angstrom": [[-1.0, 1.4, 0.7], [0.9, 2.4, 0.2], [2.0, -2.1, -2.4], [-1.2, 1.0, -1.1], [-0.5, -0.4, -0.8], [-0.2, -2.4, 1.9], [-0.2, 1.7, -0.4], [0.3, 0.0, 0.3], [0.0, -1.2, 0.9], [-0.1, -0.3, 0.9]], "energy_ha": -305.19634, "orbital_gap_ev": 10.362, "smiles": "C/C=C1\\OC1=O", "de_lowest_kcal_mol": 52.2, "e_lumo_ev": 0.6, "charge": 0}